{"formula": "C25H29Br2IrN3O3", "method": "the ωB97M-V functional and the def2-TZVPD basis", "relative_energy_kj_mol": 0.0, "e_tot_ev": -179913.9680, "homo_lumo_gap_ev": [7.3, 5.8], "lumo_energy_ev": [-7.134, -8.598], "charge": 2, "spin_multiplicity": 2, "s2": 0.77, "species": ["Ir", "Br", "Br", "O", "O", "O", "N", "N", "N", "C", "C", "C", "C", "C", "C", "C", "C", "C", "C", "C", "C", "C", "C", "C", "C", "C", "C", "C", "C", "C", "C", "C", "C", "C", "H", "H", "H", "H", "H", "H", "H", "H", "H", "H", "H", "H", "H", "H", "H", "H", "H", "H", "H", "H", "H", "H", "H", "H", "H", "H", "H", "H", "H"], "coordinates": [[0.902, 1.757, 0.098], [5.725, -2.505, -1.285], [0.238, 0.664, 2.269], [-0.526, 0.498, -0.627], [2.172, 3.176, 0.641], [1.227, 2.642, -1.620], [2.114, 3.612, -1.581], [2.315, 0.433, -0.278], [2.575, 3.856, -0.452], [-2.801, -2.156, 0.180], [4.352, -1.320, -0.880], [-1.793, -0.131, -2.948], [-2.165, -1.224, -0.620], [-2.550, -1.156, -2.099], [4.781, 6.282, 1.247], [-1.643, -1.453, 2.191], [4.415, -0.532, 0.264], [-0.997, -0.535, 1.445], [-4.048, -2.623, 3.532], [-2.588, -2.313, 1.551], [3.559, 4.899, -0.245], [3.250, -1.203, -1.721], [-1.191, -0.371, 0.031], [5.083, 6.484, -1.136], [4.156, 5.481, -1.355], [3.848, 5.275, 1.056], [5.395, 6.883, 0.158], [3.384, 0.335, 0.537], [-2.321, -2.545, -2.724], [2.251, -0.316, -1.395], [-4.317, -4.155, 1.578], [-3.308, -3.344, 2.389], [-2.252, -4.299, 2.981], [-4.050, -0.801, -2.167], [-1.534, -3.780, 3.618], [-1.462, -1.539, 3.254], [-0.725, -0.341, -3.002], [-1.932, 0.891, -2.600], [3.171, -1.787, -2.626], [5.023, 6.599, 2.252], [-1.272, -2.841, -2.657], [-3.370, -2.102, 4.209], [-4.358, -0.770, -3.212], [1.386, -0.173, -2.025], [-4.588, -3.364, 4.121], [-2.758, -5.043, 3.596], [-2.594, -2.507, -3.778], [3.355, 4.807, 1.894], [-4.244, 0.179, -1.728], [-3.526, -2.804, -0.287], [3.906, 5.163, -2.356], [5.563, 6.956, -1.981], [-2.925, -3.322, -2.257], [3.394, 0.974, 1.408], [-4.673, -1.535, -1.658], [-3.838, -4.728, 0.782], [5.258, -0.587, 0.938], [-4.773, -1.905, 3.146], [-2.186, -0.191, -3.963], [6.121, 7.669, 0.317], [-1.706, -4.822, 2.195], [-5.095, -3.524, 1.145], [-4.808, -4.868, 2.239]], "atomic_forces_ev_per_a": [[-0.096, -0.110, 0.118], [0.005, -0.004, 0.000], [0.084, 0.077, -0.044], [0.052, -0.037, -0.052], [0.024, 0.061, -0.090], [0.034, 0.082, -0.007], [-0.051, -0.028, -0.013], [0.015, -0.047, 0.030], [-0.009, -0.046, 0.090], [-0.014, 0.004, 0.016], [-0.023, 0.010, -0.006], [-0.007, 0.011, -0.023], [-0.019, -0.034, 0.024], [0.011, 0.017, 0.016], [-0.004, -0.003, 0.000], [0.009, 0.018, -0.009], [0.019, 0.000, 0.017], [-0.032, -0.028, -0.091], [0.000, 0.003, -0.005], [-0.011, -0.009, -0.015], [-0.013, -0.015, -0.023], [0.020, -0.012, -0.004], [0.022, 0.050, 0.079], [-0.003, 0.000, -0.010], [0.021, 0.007, 0.033], [0.007, 0.021, -0.021], [0.006, 0.005, 0.004], [-0.030, -0.020, 0.020], [0.007, -0.007, 0.003], [-0.005, 0.062, -0.039], [0.006, -0.002, -0.003], [0.011, 0.002, -0.007], [-0.014, 0.001, 0.003], [0.005, -0.002, -0.003], [0.000, -0.006, 0.006], [-0.006, 0.000, 0.001], [-0.007, -0.014, 0.003], [-0.006, -0.004, -0.006], [-0.004, 0.003, 0.000], [0.001, 0.001, -0.001], [0.000, 0.005, -0.002], [-0.002, 0.002, 0.000], [0.000, 0.000, 0.001], [-0.004, -0.006, 0.011], [0.004, 0.003, 0.007], [0.005, 0.000, 0.003], [-0.002, 0.001, 0.001], [0.001, -0.001, 0.004], [0.003, 0.000, -0.001], [-0.009, -0.003, -0.004], [0.000, -0.002, -0.001], [0.001, 0.000, 0.002], [-0.003, 0.002, 0.004], [0.008, -0.003, -0.008], [0.000, -0.005, 0.000], [0.002, 0.003, 0.000], [-0.001, 0.000, 0.000], [-0.003, -0.005, -0.004], [0.002, 0.003, -0.002], [-0.001, 0.000, 0.001], [-0.003, 0.000, -0.002], [-0.003, 0.001, 0.006], [0.001, -0.003, -0.004]]}

{"formula": "C25H29Br2N4OTi", "method": "the ωB97M-V functional and the def2-TZVPD basis", "relative_energy_kj_mol": 140.5, "e_tot_ev": -197608.3866, "homo_lumo_gap_ev": 6.6, "lumo_energy_ev": 2.598, "charge": -1, "species": ["Br", "Br", "Ti", "O", "N", "N", "N", "N", "C", "C", "C", "C", "C", "C", "C", "C", "C", "C", "C", "C", "C", "C", "C", "C", "C", "C", "C", "C", "C", "C", "C", "C", "C", "H", "H", "H", "H", "H", "H", "H", "H", "H", "H", "H", "H", "H", "H", "H", "H", "H", "H", "H", "H", "H", "H", "H", "H", "H", "H", "H", "H", "H"], "coordinates": [[0.249, -2.000, -0.087], [2.382, 0.726, 0.242], [-0.202, 0.735, -0.367], [-3.867, -0.756, 1.012], [-2.144, -0.007, -0.314], [-0.355, 2.386, -0.849], [-0.798, 0.848, 1.726], [-0.591, -0.007, -2.410], [0.517, 4.584, -1.540], [2.274, 4.118, 0.174], [-0.495, 1.371, 4.020], [-2.023, 0.377, 2.003], [-1.881, 4.248, -1.377], [1.979, 4.242, -1.324], [-2.126, -1.068, -3.874], [2.468, 3.083, -2.190], [-1.004, 6.373, -2.159], [-3.154, 3.490, -1.053], [-3.213, 3.071, 0.415], [-2.655, -0.778, -1.419], [-2.541, 0.383, 3.279], [2.653, -0.148, 2.148], [0.273, 5.875, -1.997], [-1.764, -0.614, -2.611], [-2.063, 5.550, -1.830], [-0.038, 1.328, 2.711], [-0.017, -0.316, -4.700], [-0.567, 3.711, -1.243], [-1.762, 0.897, 4.306], [-1.246, -0.924, -4.927], [-2.788, -0.185, 0.836], [-3.394, 2.362, -2.054], [0.263, 0.134, -3.428], [-4.065, 2.414, 0.605], [-3.313, 3.957, 1.048], [-3.092, -1.535, -4.009], [0.159, 1.753, 4.791], [-2.139, 0.916, 5.321], [-1.170, 7.381, -2.518], [0.970, 1.627, 2.456], [-3.532, -0.022, 3.430], [-2.305, 2.556, 0.707], [2.536, 5.119, -1.668], [1.201, 0.624, -3.201], [-2.673, -1.843, -1.154], [-1.511, -1.279, -5.914], [-3.583, 2.780, -3.046], [2.108, 5.086, 0.653], [3.521, 2.871, -1.996], [3.306, 3.811, 0.351], [1.904, 2.179, -1.993], [-3.078, 5.921, -1.925], [1.625, 3.386, 0.647], [-3.682, -0.501, -1.682], [-2.522, 1.721, -2.119], [-3.969, 4.205, -1.200], [2.352, 3.339, -3.247], [1.126, 6.508, -2.219], [2.214, -1.127, 1.911], [0.707, -0.184, -5.491], [-4.255, 1.756, -1.762], [3.740, -0.296, 2.039]], "atomic_forces_ev_per_a": [[0.021, -0.007, -0.009], [-0.071, -0.020, 0.072], [0.080, -0.185, -0.148], [0.000, -0.005, -0.002], [-0.037, 0.019, -0.009], [-0.020, 0.168, 0.279], [0.008, 0.007, -0.058], [-0.048, 0.007, 0.015], [0.012, -0.007, 0.005], [0.003, -0.011, 0.000], [0.024, 0.006, -0.027], [0.044, 0.016, 0.010], [-0.006, -0.015, 0.010], [-0.004, -0.001, -0.015], [0.003, -0.067, 0.011], [-0.005, 0.000, 0.010], [0.005, -0.009, 0.004], [0.000, -0.002, -0.002], [0.003, -0.005, 0.000], [-0.011, -0.004, -0.015], [-0.023, -0.007, 0.017], [0.026, 0.048, -0.051], [-0.008, 0.007, 0.002], [0.017, 0.086, -0.001], [0.000, 0.010, -0.005], [-0.015, -0.013, 0.011], [0.004, 0.001, -0.004], [0.010, -0.021, -0.164], [-0.014, -0.002, -0.001], [-0.012, 0.000, 0.019], [-0.026, -0.006, 0.006], [0.003, 0.005, 0.002], [0.015, 0.016, 0.008], [0.001, -0.001, 0.002], [0.000, 0.003, -0.002], [0.000, -0.003, 0.003], [-0.003, -0.002, 0.004], [0.005, 0.000, 0.001], [0.000, 0.000, 0.000], [-0.003, 0.009, 0.008], [0.001, 0.001, -0.003], [-0.007, 0.006, -0.003], [0.000, -0.001, -0.001], [-0.005, -0.002, 0.003], [0.008, 0.000, 0.001], [0.005, 0.003, -0.003], [-0.001, 0.001, 0.001], [0.000, 0.001, 0.000], [0.000, -0.001, 0.001], [0.001, 0.001, 0.001], [0.008, 0.005, -0.002], [-0.001, -0.002, 0.001], [-0.002, -0.001, 0.002], [0.005, 0.005, 0.005], [0.002, -0.009, -0.002], [0.001, 0.002, 0.001], [0.000, 0.002, -0.002], [0.001, 0.000, -0.001], [0.005, -0.001, -0.001], [-0.001, -0.001, -0.002], [0.001, -0.001, 0.000], [0.004, -0.023, 0.014]]}

{"formula": "C25H29Cl2N7O3SV", "method": "the ωB97M-V functional and the def2-TZVPD basis", "relative_energy_kj_mol": 70.7, "e_tot_ev": -104540.7977, "homo_lumo_gap_ev": [5.2, 8.2], "lumo_energy_ev": [2.564, 2.524], "charge": -1, "spin_multiplicity": 3, "s2": 2.10, "species": ["V", "Cl", "Cl", "S", "O", "O", "O", "N", "N", "N", "N", "N", "N", "N", "C", "C", "C", "C", "C", "C", "C", "C", "C", "C", "C", "C", "C", "C", "C", "C", "C", "C", "C", "C", "C", "C", "C", "C", "C", "H", "H", "H", "H", "H", "H", "H", "H", "H", "H", "H", "H", "H", "H", "H", "H", "H", "H", "H", "H", "H", "H", "H", "H", "H", "H", "H", "H", "H"], "coordinates": [[-0.505, -0.212, 0.157], [0.039, 3.178, -1.467], [-2.238, 2.793, -3.300], [-0.221, -1.399, -2.383], [0.709, -1.754, -3.421], [0.054, -1.978, -1.043], [-0.378, 0.045, -2.129], [-6.179, -2.764, -0.767], [-0.595, -1.159, 1.471], [-4.860, -0.680, -1.067], [2.675, 0.601, -2.189], [-2.515, -0.482, -0.384], [1.504, 0.515, 0.604], [-0.838, 1.605, 1.330], [-0.728, 3.668, -2.977], [-1.960, 2.311, 1.551], [0.020, 2.399, 3.452], [-0.804, -2.151, 2.480], [3.453, -1.564, -1.539], [-1.153, 3.053, 3.690], [-3.623, -0.635, -0.700], [1.450, 1.149, 1.835], [3.814, 0.811, 2.175], [2.624, 1.301, 2.615], [2.899, -0.323, -1.256], [-2.312, -2.359, 2.646], [2.711, 0.126, 0.154], [0.206, 1.709, 2.227], [-2.151, 3.055, 2.701], [3.870, 0.215, 0.899], [2.659, 1.369, -4.474], [3.826, -1.832, -2.845], [-5.525, -1.814, -0.889], [2.999, 0.325, -3.448], [-0.125, -3.451, 2.039], [-0.187, -1.636, 3.786], [-3.040, 2.310, 0.510], [3.611, -0.871, -3.812], [-1.803, -2.047, -2.915], [-2.750, -2.717, 1.714], [3.555, 1.888, -4.825], [4.257, -2.790, -3.107], [-1.301, 3.584, 4.622], [-2.632, 2.144, -0.483], [-0.490, -3.746, 1.055], [-2.411, -1.218, -3.270], [4.710, 0.922, 2.773], [-0.964, 4.724, -2.927], [-0.672, -0.707, 4.091], [2.170, 0.915, -5.337], [-1.619, -2.761, -3.713], [0.877, -1.437, 3.644], [1.988, 2.097, -4.023], [3.583, -2.290, -0.747], [-2.290, -2.525, -2.071], [-3.560, 3.268, 0.526], [-3.070, 3.610, 2.827], [2.575, 1.812, 3.564], [-2.511, -3.091, 3.432], [-3.774, 1.529, 0.708], [-2.793, -1.416, 2.910], [0.955, -3.308, 1.972], [3.863, -1.054, -4.849], [0.803, 2.414, 4.194], [4.803, -0.105, 0.460], [-0.332, -4.249, 2.756], [-0.048, 3.455, -3.794], [-0.305, -2.376, 4.582]], "atomic_forces_ev_per_a": [[0.141, -0.464, 0.473], [-0.054, 0.099, -0.049], [0.000, 0.030, 0.016], [-0.189, -0.021, -0.135], [0.060, 0.012, -0.004], [0.065, -0.034, 0.097], [-0.056, 0.358, 0.026], [0.003, 0.000, -0.020], [-0.057, 0.257, -0.236], [0.153, -0.182, -0.014], [-0.026, 0.009, 0.011], [0.112, 0.040, 0.008], [-0.173, 0.021, -0.059], [0.016, -0.105, -0.313], [0.033, -0.087, -0.017], [-0.032, 0.039, 0.038], [-0.021, -0.001, -0.012], [0.033, -0.060, 0.082], [0.008, 0.019, 0.003], [-0.007, 0.002, -0.013], [-0.125, 0.053, 0.123], [-0.008, 0.143, -0.067], [-0.022, 0.021, 0.009], [0.001, -0.112, 0.077], [0.056, -0.021, -0.031], [0.026, -0.023, -0.012], [0.108, -0.038, 0.073], [0.047, 0.041, -0.019], [0.013, -0.028, -0.013], [-0.076, -0.019, -0.057], [0.008, 0.008, -0.009], [-0.012, -0.011, 0.001], [-0.049, 0.093, 0.007], [-0.052, -0.034, 0.013], [-0.016, -0.006, 0.027], [-0.007, -0.035, -0.018], [-0.013, 0.003, -0.007], [-0.033, -0.005, -0.010], [0.073, 0.045, 0.042], [-0.007, 0.012, -0.002], [-0.003, 0.000, 0.000], [0.006, 0.002, 0.002], [-0.003, 0.002, 0.000], [-0.003, -0.009, -0.017], [0.000, -0.011, -0.001], [0.010, -0.003, -0.025], [0.000, -0.006, -0.004], [0.010, 0.002, 0.025], [0.008, 0.008, 0.001], [-0.003, 0.002, -0.002], [0.030, -0.005, 0.008], [0.000, 0.011, 0.003], [0.013, 0.003, 0.004], [-0.008, -0.006, -0.003], [-0.012, 0.002, -0.005], [0.014, 0.010, -0.003], [0.003, 0.007, -0.001], [-0.016, -0.010, 0.010], [0.008, 0.002, 0.005], [0.002, 0.006, 0.006], [-0.008, 0.000, -0.007], [0.000, 0.010, -0.024], [0.013, -0.003, 0.001], [0.010, -0.015, -0.005], [0.006, -0.001, 0.006], [0.004, 0.005, 0.003], [0.009, -0.019, 0.016], [-0.012, -0.003, -0.003]]}